C17H13MnN5O6S as an isolated structure, computed with ωB97M-V/def2-TZVPD.

The calculation puts the LUMO energy (spin up / spin down) at -4.9 / -4.6 eV. Its frontier orbital gap (spin up / spin down) is 0.2324 / 0.2452 Ha. The expectation value of S² is 6.074. Its spin multiplicity is 5. The total charge is +1. As for the energy above the lowest of the compared OMol25 structures with the same formula, charge and spin: 0.0 kJ/mol.

Structure (XYZ):
```
43
C17H13MnN5O6S ωB97M-V/def2-TZVPD
Mn 0.43258 -0.57437 0.75894
S 0.68586 -0.12660 3.42155
O -2.46796 -7.58571 -0.61111
O -0.59788 -7.43315 -1.67590
O 1.32751 -1.64315 -0.56770
O 1.32757 -1.20417 2.62267
O -1.02641 -1.74137 0.82825
O 1.52143 0.74018 4.17976
N -0.06606 0.70209 2.17517
N 0.92141 2.90795 2.12875
N -3.58168 -2.41148 6.69779
N 1.22179 1.27037 0.44463
N -1.47872 -6.98794 -0.97343
C 2.23622 3.35855 0.16776
C -1.33331 -5.59571 -0.51365
C -1.09700 -2.96746 0.39326
C -2.58355 -1.89366 5.93872
C -1.95760 -2.67412 4.95140
C 1.02342 -2.82130 -0.88762
C -2.21359 -3.74842 0.75074
C -0.10193 -3.54890 -0.44529
C 1.97930 2.08928 -0.29395
C -1.16809 -0.02989 5.34912
C -0.56561 -0.82012 4.36652
C -0.24399 -4.87989 -0.89846
C -2.16985 -0.56070 6.12140
C 1.68258 3.71983 1.39625
C -0.95923 -2.14245 4.16956
C -2.32673 -5.03902 0.30716
C 0.72798 1.71889 1.61227
H -0.46821 -2.74900 3.42167
H 2.36149 1.70812 -1.23124
H -3.79167 -3.39217 6.66167
H -2.97026 -3.29667 1.37689
H 2.84148 4.04871 -0.39942
H 1.85502 4.70730 1.80755
H 1.70130 -3.31321 -1.58992
H -2.25742 -3.70588 4.81756
H -3.17864 -5.64890 0.57407
H -3.94410 -1.89551 7.47875
H -2.64082 0.04364 6.88585
H 0.50035 -5.33348 -1.53990
H -0.84090 0.98989 5.50421
```

Atomic partial charges in e from the Löwdin method, atoms 1 to 2: atom 1 (Mn): 1.073, atom 2 (S): 0.690

A 11-piece molecular cluster, C40H111N9O13 overall at a distorted geometry, computed with ωB97M-V/def2-TZVPD.

The calculation puts the LUMO energy at 0.1 eV. Its frontier orbital gap is 0.3248 Ha. Its spin multiplicity is 1. As for the energy above the lowest of the compared OMol25 structures with the same formula, charge and spin: 1137.6 kJ/mol.

Structure (XYZ):
```
173
C40H111N9O13 ωB97M-V/def2-TZVPD
O 7.12726 -3.11040 -1.78093
O -1.27086 7.98691 -3.32893
O -6.83666 -2.00175 -6.89339
O -6.47123 -2.11113 7.30062
O 0.15634 0.64498 -0.21576
O 2.48413 -9.89643 -2.23978
O 1.39612 8.16617 4.58633
O 7.64316 4.04318 1.01196
O -1.10548 2.70340 -7.60323
O -0.26336 -0.60054 2.37393
O 1.29658 9.14783 -1.06045
O 1.51922 -7.12555 7.40301
O -7.62195 3.71615 -2.67147
N -1.90716 -8.40973 6.94785
N 2.10005 2.14973 -5.77323
N -3.46976 -3.25257 -7.07266
N 7.86961 -4.13556 1.57015
N -7.75973 7.45376 -2.90515
N 1.70993 4.72891 5.71957
N 5.83229 5.89053 -1.70651
N 3.88378 -7.50707 -3.65134
N -4.73462 -2.36924 9.82056
C -7.67326 -0.85351 -7.00170
C -5.49279 -1.75816 -6.93709
C -3.04481 -1.03954 8.83139
C -4.47166 -1.40758 8.71719
C -7.85354 6.17429 -2.27492
C 7.31493 3.36958 2.19191
C 2.20728 -8.25238 7.99568
C 2.56696 -7.51902 -2.88626
C 0.02530 7.88879 -2.66023
C 2.19550 2.78900 -8.14464
C -0.56975 -0.57436 -0.12180
C -5.01577 -2.19932 7.46161
C 6.48916 4.40214 0.22367
C 5.84214 -3.29102 0.84163
C 2.07409 -11.20088 -2.42017
C -9.35063 5.96838 -1.92281
C 7.14556 -3.90883 0.37611
C 2.00209 9.48174 4.73029
C -5.14548 -3.70938 -5.22023
C 0.12846 -7.18564 7.53236
C 6.88398 5.55918 -0.77682
C -1.00913 2.67349 -9.01958
C -6.44441 2.95294 -2.30507
C -0.54677 -8.21365 6.64914
C 7.24642 6.77312 0.10851
C -0.28670 5.94146 5.96917
C -7.29068 5.01990 -3.18042
C 1.03300 5.90551 5.23274
C -0.05485 1.98608 -6.81677
C 1.36118 2.66636 -6.93103
C 7.57611 -2.34801 -2.90440
C -1.17166 -0.75869 1.29354
C 1.94311 7.19547 5.43206
C 1.76240 -6.39858 -3.48233
C 1.71757 -8.85326 -2.86465
C 0.02326 9.02220 -1.63574
C -0.15050 -8.07644 5.18641
C -4.89812 -3.19339 -6.70136
C -7.12348 -3.38251 7.24339
C 7.94355 -3.04039 -0.64377
H -5.17414 -1.40904 -7.91927
H -3.97551 -3.02768 9.92216
H -8.11864 -0.88451 -7.99607
H -1.38555 -0.63228 -0.84237
H -7.43921 6.09521 -1.26985
H 1.44982 -9.29647 -3.82381
H 1.78176 -9.24955 7.88300
H 0.89415 -6.28706 -2.83285
H -2.63476 -0.65667 7.89685
H 0.15223 -1.36840 -0.31242
H -4.42063 -3.09041 7.26193
H 7.94942 -1.98009 -0.39114
H 2.81557 2.81149 -5.50827
H -1.95756 -0.02700 1.48088
H -0.67903 8.77579 -0.83942
H 1.44660 9.97145 3.93048
H -0.21705 -7.06476 4.78618
H -5.28619 -3.76767 -7.54261
H 2.75264 -11.83048 -1.84460
H -9.98980 5.96825 -2.80573
H 1.26563 3.68507 -6.55523
H 1.08568 -11.27405 -1.96652
H -6.62673 1.95460 -2.70279
H -1.88897 -8.78802 7.88416
H 5.32264 -3.97499 1.51276
H -4.54968 -3.26014 -4.42568
H 2.08179 7.47483 6.47648
H -2.87497 -0.31854 9.63102
H 0.02154 0.93649 -7.10072
H 6.10194 3.51107 -0.27048
H 8.94926 -3.38362 -0.88635
H -7.37895 0.12682 -6.62694
H 0.88438 -8.80559 -2.16350
H -8.47543 -1.02658 -6.28429
H -0.18671 6.31641 6.98776
H 5.04937 6.27018 -1.19366
H 6.88678 -4.92167 0.06744
H 7.01327 4.18698 2.84686
H -9.52173 4.95865 -1.54962
H 6.33733 2.92176 2.01343
H -0.81813 -8.70243 4.59438
H -6.80538 7.78426 -2.89646
H 0.08038 6.94752 -2.11335
H 1.21886 9.20277 -0.10518
H -0.19439 -6.18307 7.25181
H -6.93740 -3.99325 8.12684
H 0.01285 -7.35349 8.60313
H -5.08433 -0.50608 8.72074
H 1.80237 4.82896 6.72034
H -0.97319 6.66405 5.52792
H -5.44996 -2.94872 9.40514
H 2.35694 -8.20723 9.07441
H -3.29806 -2.87307 -7.99277
H -6.30221 5.33110 -3.51833
H 7.77976 5.21696 -1.29505
H 4.41338 -6.67110 -3.44943
H 0.84848 -8.43711 4.94132
H -5.11371 -1.16547 -6.10456
H 2.71400 -7.24539 -1.84147
H 7.28753 -4.52880 2.29586
H 2.34424 1.81179 -8.60404
H -0.44135 1.99701 -5.79767
H -0.41231 1.85078 -9.41336
H 1.74135 3.46044 -8.87334
H 0.91304 5.87917 4.14968
H 2.67142 1.34398 -5.98393
H -1.62229 -1.75058 1.25919
H -5.51834 3.34006 -2.73009
H 1.93189 -11.60351 -3.42304
H 2.90574 6.83967 5.06481
H 6.13403 6.58337 -2.37659
H -8.30510 8.14912 -2.41609
H 1.82668 10.07298 5.62905
H 8.24196 6.82044 0.54985
H 1.04627 3.99783 5.50699
H 3.06728 9.57454 4.51849
H -0.28021 9.96437 -2.09219
H -7.76612 5.17097 -4.14957
H 1.51291 -6.64723 -4.51385
H 6.05973 -2.32470 1.29659
H -0.19318 -9.19938 6.95145
H -9.65440 6.76734 -1.24643
H 2.29938 -5.46054 -3.62315
H 8.18760 2.76280 2.43348
H 7.50250 -1.29655 -2.62674
H -6.17801 -3.80087 -4.88319
H 6.88464 -2.63301 -3.69734
H 3.14212 3.25703 -7.87453
H 8.58876 -2.65901 -3.16117
H -0.66855 4.92109 5.93557
H 7.29663 7.63341 -0.55894
H -2.33967 -9.06456 6.31205
H 5.80816 4.83509 0.95641
H -4.64956 -1.60378 6.62536
H 0.14191 0.25174 2.19793
H -8.19154 -3.30374 7.04057
H -3.40751 -4.23568 -7.29564
H -4.71888 -4.70846 -5.13109
H 5.10705 -3.01915 0.08413
H -6.29063 2.84858 -1.23104
H 0.94334 7.96793 -3.24251
H 8.64420 -4.78130 1.51427
H -6.70948 -3.99672 6.44373
H 6.48393 7.01939 0.84745
H -0.66782 3.65503 -9.34848
H 3.16586 -8.52389 7.55353
H -2.02452 2.71067 -9.41418
H -2.41287 -1.88852 9.09212
H -1.51946 7.12454 -3.66970
H 4.41982 -8.30453 -3.34019
H 0.49531 0.67763 -1.11332
```

Atomic partial charges in e from the Löwdin method, atoms 1 to 2: atom 1 (O): -0.232, atom 2 (O): -0.077

A 2-piece molecular cluster, C26H19F6NO2 overall at a distorted geometry, computed with ωB97M-V/def2-TZVPD.

The calculation puts the LUMO energy at -3.5 eV. Its frontier orbital gap is 0.1182 Ha. Its spin multiplicity is 1.

Structure (XYZ):
```
54
C26H19F6NO2 ωB97M-V/def2-TZVPD
F 4.19179 -4.64129 1.28449
F 5.30610 -2.95515 2.15355
F -6.56619 -2.13178 1.04942
F -5.88353 -2.67696 -0.97643
F 4.20968 -4.32613 3.47092
F -6.37762 -0.58712 -0.50428
O -1.66884 1.92029 -1.35134
O -0.32172 3.72335 -1.09241
N 7.28133 2.71732 -1.71576
C 0.60470 1.51405 -1.41056
C -4.11507 -0.28800 1.12972
C 1.93640 -0.66009 1.94647
C 3.81307 3.38910 -1.71176
C -0.43087 2.50633 -1.26904
C 0.56738 -2.66500 1.78664
C -0.40603 -0.37547 1.34521
C -2.81150 0.05411 1.41246
C 1.68910 -3.44740 1.99314
C 2.92834 -2.82747 2.14531
C -2.04403 -1.98358 0.32486
C 0.66608 -1.24140 1.66818
C -2.73254 2.88694 -1.26827
C 1.94380 1.80900 -1.64852
C -1.72904 -0.78459 1.02473
C 3.04462 -1.43953 2.20376
C 2.86923 0.75265 -1.93369
C 4.21944 1.00974 -2.02899
C -4.37426 -1.44823 0.39868
C 6.12572 2.54467 -1.80548
C 4.71151 2.31836 -1.86626
C 2.45633 3.14811 -1.61878
C -4.01865 2.17516 -1.59677
C -5.78999 -1.72519 -0.00484
C 4.15470 -3.67986 2.26236
C -3.35136 -2.30345 0.00068
H 2.02324 0.42716 1.94986
H -4.07540 2.03671 -2.68094
H -4.09742 1.19811 -1.11496
H 1.74813 3.95962 -1.47734
H 0.27330 0.48469 -1.42164
H -4.88289 2.76874 -1.29527
H -3.57844 -3.21071 -0.55645
H -2.59264 0.97543 1.95469
H 4.92489 0.20118 -2.22676
H -0.22900 0.70004 1.43539
H -0.39720 -3.16010 1.69803
H -4.94011 0.34278 1.45633
H -2.74643 3.32159 -0.25827
H 4.19188 4.41136 -1.64565
H 3.99973 -0.98146 2.43502
H 1.60814 -4.53299 2.02797
H -2.55883 3.68557 -2.00138
H -1.24592 -2.65244 0.00192
H 2.47692 -0.25674 -2.07793
```

Atomic partial charges in e from the Löwdin method, atoms 1 to 2: atom 1 (F): 0.120, atom 2 (F): 0.119

C11H25NO6PRb as an isolated structure at a distorted geometry, computed with ωB97M-V/def2-TZVPD.

The calculation puts the LUMO energy at 3.7 eV. Its frontier orbital gap is 0.1199 Ha. Its spin multiplicity is 1. The total charge is -2.

Structure (XYZ):
```
45
C11H25NO6PRb ωB97M-V/def2-TZVPD
Rb -27.33395 0.62652 3.87057
P -27.69220 -2.03908 2.09513
O -27.79165 -3.40709 1.44797
O -28.77964 -1.04286 1.59186
O -26.23243 -1.42799 1.87684
O -24.35484 -0.55473 3.08046
O -29.23539 -1.41814 5.69403
O -27.85176 -2.08078 3.67803
N -23.56514 -1.50759 3.72363
C -22.79665 -2.49320 5.82275
C -22.67845 -2.14047 1.55143
C -22.34062 -1.73644 3.00299
C -23.17936 -0.03026 5.69927
C -21.43168 -2.71647 5.16087
C -25.10130 -1.62505 5.59498
C -21.39716 -0.49599 2.94579
C -30.19489 -2.44311 5.66871
C -23.64583 -1.41883 5.15785
C -21.58759 -2.90217 3.66935
C -31.27071 -2.18589 4.62045
H -25.21039 -1.34275 6.64531
H -30.62049 -2.46859 6.68577
H -20.76311 -1.87853 5.38308
H -30.80002 -1.78652 3.72225
H -20.98413 -3.62289 5.58631
H -25.18368 -1.03061 2.55151
H -21.79666 0.23703 2.23859
H -31.78841 -3.12355 4.38838
H -22.15340 -0.04308 6.09164
H -32.00593 -1.48532 5.02920
H -20.43210 -0.79917 2.51668
H -25.44786 -2.62482 5.35829
H -23.31960 -3.44329 5.94746
H -22.19454 -3.79639 3.48578
H -23.77505 0.28312 6.56527
H -23.25547 0.73420 4.92658
H -25.68778 -0.89020 5.05288
H -22.52789 -3.21104 1.37125
H -22.53093 -2.18072 6.84314
H -23.69507 -1.89568 1.25156
H -28.58435 -1.57461 4.91323
H -21.96556 -1.66320 0.86369
H -20.63555 -3.06687 3.15406
H -29.71399 -3.41765 5.52221
H -21.23151 0.00460 3.89701
```

Atomic partial charges in e from the Löwdin method, atoms 1 to 2: atom 1 (Rb): 0.936, atom 2 (P): -0.085

Record-wise molecular weight values, in g/mol: 470.32, 926.38, 491.43, 383.76